115
Properties=species:S:1:pos:R:3:forces:R:3 method="wB97M-V/def2-TZVPD" relative_energy_ev=1.805 spin_multiplicity=1 charge=-1
Rb 0.01843 1.34556 -0.01504 -0.28 0.27 0.14
C -0.89537 0.89456 5.66376 0.06 -0.03 0.00
C -0.81407 0.08036 4.39766 -0.03 1.30 -0.61
S -0.86227 0.95196 2.94636 0.16 -0.06 0.47
C -0.73457 -1.29564 4.44616 0.08 -1.47 -0.63
C -0.62687 -1.99724 5.77416 0.00 0.01 0.08
S -0.72187 -2.27724 3.06356 0.05 0.09 0.27
H -0.81457 1.95196 5.41916 -0.01 -0.04 0.07
H -0.09837 0.63336 6.36156 0.02 -0.04 0.14
H -1.85057 0.72746 6.16816 -0.06 -0.02 0.14
H -1.42587 -1.69804 6.45466 -0.03 0.04 0.15
H 0.32933 -1.75834 6.24396 0.04 0.03 0.17
H -0.66867 -3.07304 5.62096 -0.02 0.04 0.05
O 1.26083 0.29596 -1.95584 1.03 -0.39 0.04
N 1.30023 -0.96854 -1.91814 -1.34 -1.29 -1.61
C 2.67873 6.38896 0.09796 0.08 -0.15 0.34
C 3.44083 5.84776 1.30036 0.25 0.32 -0.34
O 2.64843 5.06086 2.15516 -0.55 -0.61 0.09
P 1.96803 3.61906 1.61766 0.99 0.70 0.95
O 0.42043 4.02206 1.53476 -0.12 -0.19 -0.23
C -0.37927 4.29926 2.68996 -0.51 0.27 0.56
C -1.79367 4.60396 2.22446 0.50 -0.08 -0.04
O 1.98943 2.91406 3.08866 -0.40 0.03 -0.09
C 3.11183 2.11426 3.41546 0.33 -0.25 0.22
C 2.66883 0.84356 4.12336 -0.02 0.29 -0.31
H 3.34043 7.00696 -0.50664 0.02 0.03 -0.13
H 1.83353 6.99056 0.42536 -0.10 0.05 0.02
H 2.31183 5.55456 -0.49664 -0.03 0.02 -0.19
H 3.81383 6.67226 1.92326 0.02 -0.17 -0.16
H 4.30283 5.26496 0.95066 0.02 0.06 0.02
H 0.05173 5.13826 3.24786 0.05 -0.04 -0.14
H -0.38797 3.40816 3.32376 0.06 0.21 -0.12
H -1.83637 5.55336 1.69406 -0.05 0.10 -0.05
H -2.46127 4.63886 3.08436 -0.07 0.01 0.04
H -2.10897 3.81256 1.54846 -0.19 -0.06 0.01
H 3.77783 2.69846 4.06476 -0.04 -0.02 -0.15
H 3.66503 1.85966 2.50096 0.04 0.03 0.05
H 2.13793 1.08966 5.03926 -0.08 -0.01 0.10
H 3.53743 0.23516 4.36426 0.11 -0.08 0.05
H 1.99873 0.27636 3.48036 -0.06 -0.10 0.03
C 4.29183 2.61726 -2.77254 -0.24 0.08 0.04
C 3.33493 2.38666 -1.61574 0.84 0.02 -0.21
N 3.63553 1.30196 -0.86514 0.05 -0.06 0.51
O 2.44663 3.16566 -1.34314 -0.62 0.20 -0.24
H 5.31973 2.60416 -2.41894 0.11 -0.04 0.01
H 4.07783 3.57426 -3.23884 -0.04 0.03 0.03
H 4.16443 1.82906 -3.51004 0.01 -0.14 -0.10
H 4.14433 0.54596 -1.29754 -0.15 -0.02 0.01
H 2.89533 0.98616 -0.24934 0.30 -0.04 -0.30
C -2.37257 1.08246 -3.56664 -0.12 0.09 0.00
N -1.55977 -0.06244 -3.19204 0.06 0.14 0.38
C -2.42807 -1.19664 -2.92554 -0.11 -0.08 0.09
N -3.26197 -1.53074 -4.08464 -0.20 -0.25 0.10
C -4.04027 -0.34834 -4.43124 -0.20 0.01 -0.07
N -3.19937 0.80236 -4.74624 -0.14 0.30 -0.05
C -2.30447 0.43096 -5.83834 -0.04 0.07 -0.23
N -1.47797 -0.72324 -5.51404 0.13 -0.01 -0.23
C -0.69657 -0.40314 -4.31444 0.31 -0.09 0.00
C -2.36907 -1.83414 -5.19904 -0.04 -0.12 -0.12
H -1.71737 1.93196 -3.78224 -0.04 -0.04 0.04
H -3.04127 1.34306 -2.74254 0.12 0.03 -0.08
H -3.08327 -0.96024 -2.08324 0.05 -0.04 -0.05
H -1.81497 -2.06414 -2.67254 0.03 0.04 0.06
H -4.68597 -0.08984 -3.58454 0.01 -0.03 -0.09
H -4.66307 -0.57894 -5.30294 0.00 0.02 0.08
H -1.65627 1.28316 -6.06144 -0.02 -0.04 -0.03
H -2.90607 0.19676 -6.72374 0.03 0.06 0.02
H -0.03507 0.44106 -4.52574 -0.02 -0.07 0.04
H -0.08447 -1.26644 -4.04784 0.00 0.12 0.04
H -1.77107 -2.70794 -4.92874 -0.03 0.05 -0.10
H -2.97527 -2.06104 -6.08554 0.09 -0.05 0.10
N 2.31273 -1.56314 -1.43354 1.14 2.02 1.47
C 2.68163 -2.81824 -1.66254 -0.43 -0.36 -0.70
C 2.40313 -3.40894 -2.98894 -0.28 -0.15 -0.10
C 1.07413 -3.61234 -3.36424 0.12 -0.08 0.10
C 0.76203 -4.11404 -4.61194 -0.11 -0.19 -0.09
C 1.76853 -4.41454 -5.51464 0.03 0.00 -0.10
C 3.09193 -4.20564 -5.15844 0.03 -0.16 -0.16
C 3.40953 -3.72314 -3.90144 -0.07 0.14 0.23
C 3.27553 -3.58134 -0.60924 0.17 -0.18 0.28
C 3.47443 -4.96844 -0.74834 -0.04 0.11 -0.21
C 3.89043 -5.73654 0.31646 0.09 -0.14 0.22
C 4.14163 -5.15034 1.54886 0.02 -0.08 0.12
C 3.98513 -3.77804 1.69646 0.09 -0.05 0.12
C 3.56263 -3.00234 0.64266 -0.06 0.15 -0.20
H 0.29763 -3.39804 -2.64574 -0.08 0.08 0.03
H -0.27057 -4.30304 -4.87534 -0.02 0.01 -0.03
H 1.52053 -4.81874 -6.48624 0.01 0.02 -0.08
H 3.88083 -4.43024 -5.86464 0.04 -0.02 -0.01
H 4.44423 -3.57664 -3.61984 0.05 0.03 0.03
H 3.25343 -5.43764 -1.69704 -0.02 -0.05 -0.03
H 3.99833 -6.80964 0.21146 0.00 0.00 -0.10
H 4.43053 -5.75484 2.39686 0.06 -0.06 0.03
H 4.18173 -3.32344 2.65756 -0.02 0.08 0.05
H 3.41783 -1.93664 0.75666 -0.04 -0.02 0.06
C -4.31537 -2.52294 4.58586 0.06 0.00 -0.02
C -4.14487 -1.60624 3.41396 -0.12 -0.10 -0.11
C -3.94647 -0.24634 3.59536 -0.06 0.11 -0.16
C -3.76097 0.59736 2.51256 -0.22 0.00 -0.04
C -3.81507 0.07336 1.23376 0.00 0.07 -0.36
C -4.00337 -1.28224 1.03256 0.00 -0.07 -0.12
C -4.16327 -2.11984 2.11956 -0.07 0.07 0.05
S -3.69027 1.12676 -0.21954 -2.19 -0.52 1.01
C -5.26987 2.02786 0.17126 0.64 -0.34 -0.46
O -2.63927 2.12696 -0.00344 0.99 0.90 -0.01
H -4.50937 -1.96004 5.49676 -0.03 -0.01 0.07
H -3.40367 -3.10264 4.72796 0.09 -0.06 0.03
H -5.13717 -3.21724 4.41286 -0.03 -0.05 0.06
H -3.91817 0.16386 4.59456 0.05 0.02 0.12
H -3.57077 1.64806 2.65896 0.00 0.15 0.05
H -4.02477 -1.67444 0.02536 0.03 -0.10 -0.09
H -4.29217 -3.18174 1.96616 0.00 -0.09 0.00
H -5.16047 2.49786 1.14266 0.12 -0.01 0.11
H -6.08577 1.31376 0.18236 -0.09 -0.12 -0.01
H -5.42857 2.78186 -0.59254 0.03 0.07 -0.15


61
Properties=species:S:1:pos:R:3:forces:R:3 method="wB97M-V/def2-TZVPD" relative_energy_ev=0.000 spin_multiplicity=1
Mo -0.20585 -0.15819 0.67482 0.31 -0.28 1.45
O -1.59972 -1.68715 0.51319 -0.25 -0.50 0.04
C -2.76970 -1.56467 -0.02871 -0.36 0.54 0.14
C -3.30827 -2.60112 -0.81454 0.03 -0.05 0.04
C -4.55952 -2.48326 -1.37452 0.11 0.19 0.17
C -5.33021 -1.33564 -1.16679 -0.30 0.00 -0.16
C -4.84288 -0.31336 -0.39202 0.39 0.01 0.27
C -3.57104 -0.39775 0.19923 -0.22 -0.89 -0.91
C -3.12764 0.55850 1.13886 1.32 0.09 0.84
N -1.92028 0.56132 1.64821 -2.18 0.71 -0.46
C -1.69889 1.34192 2.83865 0.21 0.56 0.75
C -0.61784 0.58519 3.59617 -0.69 0.16 0.42
N 0.41601 0.32277 2.62231 1.79 -0.19 1.07
C 1.63077 0.17647 3.08279 -1.47 0.35 -0.14
C 2.80770 0.04220 2.30635 0.91 -0.22 -0.95
C 4.04931 -0.21104 2.92384 -0.48 0.10 -0.11
C 5.20663 -0.28294 2.19113 0.24 0.02 0.11
C 5.17485 -0.07836 0.81150 -0.23 -0.01 0.12
C 3.98114 0.16496 0.17167 -0.06 -0.02 -0.01
C 2.77694 0.19650 0.89170 0.00 -0.08 0.83
O 1.64395 0.36401 0.25516 1.51 0.41 -0.57
H -2.70462 -3.48580 -0.96536 0.03 -0.03 0.02
H -4.95064 -3.28840 -1.97896 -0.04 -0.07 -0.06
H -6.31485 -1.26152 -1.60135 -0.07 0.02 -0.08
H -5.42756 0.57921 -0.21739 -0.15 0.05 0.01
H -3.86040 1.27992 1.51177 0.07 -0.21 0.22
H -2.61669 1.43670 3.43025 0.14 -0.02 -0.06
H -1.32453 2.33848 2.57084 -0.05 -0.20 0.04
H -1.02521 -0.37130 3.95556 0.08 0.15 -0.05
H -0.23708 1.16361 4.44831 -0.09 -0.13 -0.16
H 1.76606 0.18852 4.16636 -0.04 0.10 -0.06
H 4.07186 -0.36642 3.99339 0.02 0.03 0.12
H 6.14535 -0.48327 2.68367 0.07 -0.05 0.05
H 6.08963 -0.13361 0.24171 0.09 0.02 -0.08
H 3.94551 0.30077 -0.90082 -0.06 0.00 -0.06
O -1.39349 1.12911 -2.99755 0.25 -0.83 0.43
C -0.98924 0.42395 -2.07830 -0.84 1.61 0.03
O -1.20589 0.67272 -0.81085 -0.97 0.41 -1.89
C -0.14655 -0.76971 -2.23918 0.81 -1.21 0.91
C 0.21966 -1.42263 -3.41039 -0.18 0.29 0.18
C 1.02547 -2.54295 -3.33303 0.19 -0.15 0.90
C 1.45528 -2.98894 -2.07085 -0.20 0.11 -0.70
C 1.05490 -2.30003 -0.95110 -0.42 0.73 0.28
N 0.27505 -1.20873 -1.02789 0.57 -1.15 -3.06
C 1.40902 -2.60613 0.48591 0.34 -0.26 0.28
O 2.20727 -3.46804 0.79042 -0.16 -0.01 -0.32
O 0.78191 -1.83155 1.30811 -0.01 -0.48 0.33
H -0.13827 -1.03974 -4.35142 -0.09 0.08 -0.11
H 1.32078 -3.07742 -4.22158 0.02 -0.02 -0.12
H 2.08408 -3.85690 -1.95787 0.07 -0.08 0.08
C 1.13328 2.91630 -2.68274 -0.18 0.29 0.01
N 1.06213 2.55192 -1.28466 0.26 -0.47 -0.22
C 0.09606 2.92293 -0.43137 0.38 0.31 0.51
N -0.69648 3.96626 -0.79559 -0.21 0.09 -0.21
O 0.00327 2.42134 0.70291 -0.24 -0.06 0.19
H 1.96131 2.37982 -3.13931 0.02 0.02 0.00
H 1.31629 3.98724 -2.78849 0.07 0.03 -0.08
H 0.21368 2.64531 -3.20926 0.11 0.05 -0.05
H 1.59110 1.74356 -0.95904 -0.23 0.20 0.01
H -0.84446 4.12101 -1.77784 -0.07 0.07 -0.05
H -1.48844 4.13408 -0.19599 0.07 -0.14 -0.08


19
Properties=species:S:1:pos:R:3:forces:R:3 method="wB97M-V/def2-TZVPD" relative_energy_ev=0.442 spin_multiplicity=1 smiles="CC(C)C=O.O.O"
C -1.84896 0.18511 0.19620 0.30 -0.02 -0.21
C -0.80765 -0.30144 1.22074 -0.98 0.28 0.04
C -1.53472 -1.10310 2.31949 0.82 0.55 0.30
C 0.20762 -1.11427 0.49739 -0.29 -0.13 0.42
O 1.32070 -0.73965 0.24039 0.21 -0.21 -0.18
H -2.72851 0.58660 0.69123 0.05 0.27 0.14
H -1.40087 0.92580 -0.46444 -0.18 0.09 -0.05
H -2.21741 -0.63378 -0.42259 0.11 -0.17 -0.04
H -0.30248 0.56330 1.64189 0.11 0.07 0.10
H -1.76569 -0.42669 3.14169 -0.33 0.13 -0.12
H -2.45593 -1.54426 1.95128 0.08 -0.32 0.06
H -0.85612 -1.81514 2.78551 -0.18 -0.47 -0.16
H -0.17078 -2.12597 0.24062 0.33 -0.07 -0.28
O 1.64451 1.41387 -3.75988 0.95 0.60 -0.32
H 2.03769 1.92622 -3.03213 -0.47 -0.47 0.28
H 2.36575 1.49753 -4.40708 -0.56 -0.26 -0.05
O 2.82718 1.30233 -1.16143 -0.04 -1.24 1.50
H 2.40264 0.93867 -0.34452 -0.21 1.02 -0.62
H 3.28301 0.46488 -1.33436 0.27 0.34 -0.82


68
Properties=species:S:1:pos:R:3:forces:R:3 method="wB97M-V/def2-TZVPD" relative_energy_ev=0.143 spin_multiplicity=1
C 0.97118 -0.80326 10.92920 0.82 0.37 2.10
O -0.10654 -1.66276 11.18489 -0.77 -2.08 -2.71
C -0.13476 -2.83884 10.51967 1.86 3.02 1.89
C 1.09498 -3.62473 10.61194 0.84 -0.11 -0.51
C 1.38539 -4.04490 11.91815 -0.25 0.19 -0.18
C 2.50241 -4.81685 12.16071 0.37 0.03 -0.03
C 3.38151 -5.10227 11.10136 -0.34 -0.25 0.22
C 3.12525 -4.62253 9.81315 0.39 -0.10 -0.11
C 1.98448 -3.86514 9.55182 -0.58 -0.03 0.52
C -1.40343 -3.36685 10.24380 -4.14 -0.39 1.00
N -1.80101 -4.63262 10.58526 -0.06 0.40 -0.46
C -0.95362 -5.77649 10.82940 0.35 -0.79 0.17
C -3.19419 -4.69948 10.66068 1.20 0.18 0.20
C -3.66730 -3.44367 10.31936 0.12 0.47 0.35
C -5.02325 -3.12732 10.43967 -0.27 -0.45 -0.11
C -5.87946 -4.14598 10.88229 0.37 0.84 -0.38
C -5.37978 -5.40688 11.25378 0.99 -0.34 -0.09
C -4.00645 -5.69873 11.17207 -1.03 -0.30 -0.04
N -2.56648 -2.63586 10.07516 1.22 -1.08 0.12
C -2.66149 -1.26543 9.62728 -0.02 1.00 -0.26
H 0.72485 -0.56742 9.71076 -0.33 -0.42 -0.90
H 0.88082 0.03952 11.61830 0.07 -0.20 -0.14
H 1.95711 -1.29983 10.95599 -0.49 0.22 -0.10
H 0.69018 -3.74496 12.70933 0.35 -0.27 -0.11
H 2.68436 -5.15858 13.18368 0.14 0.03 -0.46
H 4.24673 -5.74110 11.29843 -0.22 0.35 -0.17
H 3.84079 -4.83139 9.00422 -0.42 0.14 0.45
H 1.76255 -3.42290 8.58291 0.15 -0.18 0.08
H -1.59200 -6.65285 10.72946 0.18 -0.03 -0.06
H -0.15399 -5.83399 10.08345 -0.22 0.02 0.25
H -0.51716 -5.77909 11.83906 -0.21 0.12 -0.39
H -5.34280 -2.12046 10.19011 -0.32 -0.28 0.11
H -6.95371 -3.94791 10.94627 0.47 -0.07 0.05
H -6.07041 -6.16538 11.61565 0.20 0.17 -0.03
H -3.57045 -6.64695 11.49441 -0.42 0.27 -0.09
H -3.72233 -1.07106 9.43036 0.46 0.07 0.00
H -2.28412 -0.56565 10.38951 -0.21 -0.32 -0.30
H -2.08132 -1.13718 8.70717 -0.10 0.08 0.23
C -3.87511 0.50480 5.62473 0.12 0.04 0.02
C -3.21007 0.91481 4.45913 -0.04 -0.17 0.25
C -2.10043 1.75564 4.53935 -0.11 -0.08 0.27
C -1.65368 2.18404 5.79081 -0.18 -0.11 0.11
S -0.50064 3.56632 5.92070 0.59 -1.20 -0.98
N 0.92997 2.91033 5.55448 -0.14 0.66 0.62
F 0.34675 -0.97986 8.65941 -0.07 -0.19 -0.22
S 2.30432 3.48338 6.19477 -0.38 -1.60 -0.54
C 3.37638 2.02560 6.23734 0.15 0.01 0.07
C 3.75225 1.53202 7.49104 0.07 -0.04 -0.42
C 4.81730 0.63645 7.58515 -0.09 -0.09 -0.30
C 5.49094 0.21917 6.43175 -0.25 0.13 0.02
C 5.07637 0.68729 5.17675 -0.05 -0.12 0.19
C 4.01836 1.59003 5.07358 -0.02 -0.06 0.36
O 3.00159 4.33192 5.26052 -0.20 0.44 0.25
O 2.20644 3.84256 7.58552 -0.08 0.66 0.02
O -0.97151 4.43468 4.86146 0.23 0.13 0.50
O -0.63165 3.95917 7.29347 -0.02 0.71 0.42
C -2.27966 1.74371 6.96258 -0.05 -0.06 -0.35
C -3.40427 0.92230 6.87520 0.16 -0.12 -0.32
H -4.75919 -0.14092 5.56207 0.33 0.30 -0.04
H -3.57120 0.58906 3.48239 0.08 0.07 0.27
H -1.59583 2.10770 3.64043 -0.16 -0.01 0.24
H 3.23156 1.88495 8.37879 0.15 0.02 -0.24
H 5.11857 0.27819 8.56858 0.04 0.02 -0.21
H 6.33538 -0.46865 6.51503 -0.23 0.21 -0.07
H 5.59112 0.35738 4.27365 -0.10 0.07 0.23
H 3.70259 1.98323 4.10718 0.14 -0.03 0.28
H -1.90391 2.07728 7.92770 -0.08 0.08 -0.27
H -3.91968 0.62612 7.79155 0.05 0.06 -0.28